one) C3H9NOS | ωB97M-V with the def2-TZVPD basis set

Results
Molecular weight ... 107.18 g/mol
Kohn-Sham gap ... 6.068 eV
Highest occupied orbital energy ... -9.3457 eV

Last column: natural (NBO) charge in e.
Element x y z (Å)
C: 1.054 -1.798 0.362  -0.055
O: 2.496 -1.483 0.381  -0.753
C: 0.354 -0.470 0.457  -0.092
C: 0.849 0.447 -0.715  -0.567
S: -1.934 2.104 -0.337  -0.166
N: -1.043 -0.709 0.223  -0.775
H: 0.776 -2.451 1.207  0.173
H: 0.809 -2.283 -0.594  0.179
H: 3.065 -2.310 0.419  0.479
H: 0.565 -0.002 1.434  0.190
H: 0.674 -0.068 -1.691  0.217
H: 0.086 1.346 -0.787  0.195
H: 1.896 0.679 -0.621  0.246
H: -1.469 0.109 -0.235  0.344
H: -1.679 -0.935 1.030  0.384



two) C3H9NOS | ωB97M-V with the def2-TZVPD basis set

Results
Molecular weight ... 107.18 g/mol
Kohn-Sham gap (spin up / spin down) ... 8.018 / 7.937 eV
Highest occupied orbital energy (spin up / spin down) ... -8.6983 / -8.7843 eV

Last column: natural (NBO) charge in e.
Element x y z (Å)
C: 0.236 1.781 1.435  -0.634
C: 0.205 -1.850 -2.032  -0.637
C: 0.060 1.277 0.015  -0.554
N: -1.161 -1.005 0.903  -1.131
O: 1.344 -0.851 0.930  -0.918
S: 0.148 -0.622 0.205  1.817
H: 1.101 1.308 1.921  0.234
H: 0.239 2.753 1.545  0.212
H: -0.585 1.494 2.148  0.223
H: -0.740 -2.336 -1.819  0.187
H: 0.260 -1.505 -3.028  0.195
H: 0.976 -2.473 -1.686  0.194
H: 0.829 1.630 -0.563  0.215
H: -0.959 1.510 -0.326  0.221
H: -1.953 -1.109 0.353  0.375



three) C3H9NOS | ωB97M-V with the def2-TZVPD basis set

Results
Molecular weight ... 107.18 g/mol
Structure (SMILES) ... NC=O.CSC
Kohn-Sham gap ... 9.576 eV
Highest occupied orbital energy ... -8.8736 eV

Last column: natural (NBO) charge in e.
Element x y z (Å)
N: -1.918 0.848 1.786  -0.832
C: -2.345 0.194 0.621  0.539
O: -3.441 -0.268 0.441  -0.582
H: -0.817 0.746 2.004  0.402
H: -2.482 0.560 2.480  0.372
H: -1.544 0.253 -0.202  0.091
C: 1.708 -1.458 -0.008  -0.755
S: 1.558 0.365 0.091  0.123
C: 1.062 1.018 -1.578  -0.727
H: 0.843 -1.757 -0.773  0.217
H: 1.664 -2.006 1.001  0.244
H: 2.582 -1.914 -0.371  0.209
H: 1.134 0.113 -2.202  0.237
H: 0.188 1.637 -1.288  0.239
H: 1.811 1.670 -2.001  0.223



The structure with the greatest stability is three).



one) C5H24N2O7 | ωB97M-V with the def2-TZVPD basis set

Results
Molecular weight ... 224.25 g/mol
Structure (SMILES) ... [H]/N=C\NCCCCO.O.O.O.O.O.O
Kohn-Sham gap ... 8.885 eV
Highest occupied orbital energy ... -8.5304 eV

Last column: natural (NBO) charge in e.
Element x y z (Å)
H: 0.593 2.057 0.082  0.302
N: 0.700 2.393 -0.855  -0.786
C: 0.904 1.265 -1.533  0.295
N: 1.113 0.044 -0.997  -0.665
C: 1.204 -1.175 -1.846  -0.225
C: 1.656 -2.407 -0.971  -0.418
C: 0.606 -2.944 0.030  -0.458
C: -0.785 -2.607 -0.317  -0.076
O: -1.313 -2.809 -1.635  -0.736
H: 1.013 1.409 -2.585  0.189
H: 0.832 -0.148 -0.008  0.434
H: 0.171 -1.275 -2.332  0.196
H: 1.954 -0.945 -2.709  0.207
H: 2.542 -2.063 -0.587  0.225
H: 1.892 -3.195 -1.755  0.206
H: 0.842 -4.009 0.163  0.222
H: 0.732 -2.530 1.102  0.230
H: -1.547 -3.185 0.311  0.195
H: -1.011 -1.483 -0.143  0.162
H: -0.613 -2.976 -2.285  0.468
O: 0.693 0.509 1.882  -1.040
H: 1.204 1.322 2.003  0.501
H: 0.617 0.092 2.757  0.503
O: -1.629 2.040 2.655  -0.975
H: -1.104 1.470 2.128  0.504
H: -1.611 2.920 2.362  0.478
O: 1.259 3.073 2.225  -0.954
H: 0.988 3.499 1.341  0.500
H: 0.429 3.066 2.755  0.477
O: -2.257 2.146 -1.279  -0.977
H: -1.501 1.808 -1.754  0.484
H: -1.998 3.088 -1.084  0.472
O: -1.039 0.586 -3.026  -0.948
H: -1.335 0.101 -2.224  0.485
H: -1.778 0.487 -3.654  0.493
O: -0.418 0.037 4.034  -0.950
H: -1.141 -0.554 3.797  0.477
H: -0.866 0.892 3.948  0.500



two) C5H24N2O7 | ωB97M-V with the def2-TZVPD basis set

Results
Molecular weight ... 224.25 g/mol
Structure (SMILES) ... CN[C@H](C)CNC=O.O.O.O.O.O.O
Kohn-Sham gap ... 9.243 eV
Highest occupied orbital energy ... -8.8231 eV

Last column: natural (NBO) charge in e.
Element x y z (Å)
C: 3.007 0.324 1.072  -0.401
N: 1.560 -0.085 0.962  -0.693
C: 0.923 -1.154 1.735  -0.049
C: 1.859 -1.688 2.770  -0.630
C: 0.502 -2.263 0.677  -0.255
N: -0.730 -1.690 0.055  -0.637
C: -0.856 -1.607 -1.357  0.499
O: -0.187 -2.446 -1.964  -0.643
H: 3.013 1.417 1.346  0.185
H: 3.563 0.413 0.012  0.198
H: 3.455 -0.149 1.805  0.180
H: 1.430 -0.125 -0.103  0.381
H: -0.095 -0.655 1.971  0.186
H: 2.580 -2.312 2.345  0.224
H: 2.547 -0.868 3.339  0.208
H: 1.270 -2.057 3.608  0.234
H: 1.032 -2.622 -0.184  0.247
H: 0.331 -3.191 1.154  0.193
H: -1.278 -1.236 0.835  0.415
H: -1.755 -1.115 -1.879  0.168
O: -3.332 1.053 -2.944  -0.935
H: -3.280 1.968 -2.774  0.475
H: -3.141 0.634 -2.097  0.462
O: -3.056 0.704 1.044  -0.986
H: -2.728 1.719 1.169  0.515
H: -3.217 0.401 1.873  0.467
O: -1.847 2.801 -0.375  -0.946
H: -0.951 2.958 -0.569  0.487
H: -1.840 1.834 -0.416  0.465
O: -0.597 1.589 2.800  -0.958
H: 0.102 1.010 2.263  0.485
H: 0.040 1.934 3.428  0.465
O: 0.561 -0.344 -4.230  -0.973
H: 0.360 -1.116 -3.694  0.490
H: 1.309 -0.721 -4.865  0.480
O: -0.126 2.395 -2.598  -0.965
H: -0.502 2.826 -3.270  0.463
H: 0.076 1.464 -2.945  0.500



The structure with the greatest stability is one).



one) C5H11NO2 | ωB97M-V with the def2-TZVPD basis set

Results
Molecular weight ... 117.15 g/mol
Expectation value of S² ... 0.754
Multiplicity ... 2
Kohn-Sham gap (spin up / spin down) ... 3.334 / 7.709 eV
Highest occupied orbital energy (spin up / spin down) ... 0.7948 / -3.7495 eV
Net charge ... -1

Last column: Löwdin spin population.
Element x y z (Å)
C: 1.417 0.025 -0.662  0.076
C: 1.494 -1.349 -1.338  0.033
O: 0.402 -2.128 -1.552  0.015
C: -0.036 0.531 -0.638  0.391
N: -0.558 0.860 0.703  0.074
C: -1.828 1.684 0.743  0.009
C: -0.393 -0.284 1.661  0.050
O: -0.763 0.527 -1.686  0.261
H: 1.995 0.767 -1.221  0.041
H: 1.815 0.068 0.403  0.001
H: 2.021 -1.201 -2.282  0.009
H: 2.190 -1.996 -0.681  0.008
H: -0.455 -1.678 -1.652  0.004
H: -2.624 1.211 0.190  0.001
H: -2.241 1.869 1.810  0.002
H: -1.644 2.794 0.471  0.003
H: -0.740 -1.106 1.158  0.007
H: -0.750 -0.129 2.605  0.011
H: 0.700 -0.464 1.970  0.005



two) C5H11NO2 | ωB97M-V with the def2-TZVPD basis set

Results
Molecular weight ... 117.15 g/mol
Expectation value of S² ... 0.750
Multiplicity ... 2
Kohn-Sham gap (spin up / spin down) ... 2.534 / 8.097 eV
Highest occupied orbital energy (spin up / spin down) ... 1.0221 / -4.6958 eV
Net charge ... -1

Last column: Löwdin spin population.
Element x y z (Å)
C: -0.495 1.303 -0.324  0.034
C: 0.725 1.445 -0.907  0.132
N: 1.592 0.546 -0.330  0.063
C: 0.930 -0.147 0.641  0.085
C: -0.365 0.286 0.670  0.036
C: 1.563 -1.231 1.454  0.187
H: -1.369 1.903 -0.546  0.006
H: 1.142 2.113 -1.633  0.033
H: 2.557 0.385 -0.506  0.128
H: -1.108 -0.015 1.393  0.009
H: 2.643 -1.069 1.546  0.050
H: 1.150 -1.204 2.464  0.016
H: 1.497 -2.186 0.949  0.040
H: -3.207 1.408 1.518  0.007
H: -3.410 1.596 -0.001  0.005
O: -3.692 1.043 0.755  0.015
H: 0.162 -1.345 -2.628  0.029
H: -0.054 -2.608 -1.828  0.032
O: -0.259 -2.222 -2.688  0.092



The structure with the greatest stability is two).



one) C6H12N2 | ωB97M-V with the def2-TZVPD basis set

Results
Molecular weight ... 112.18 g/mol
Structure (SMILES) ... Cc1c[nH]cn1.CC
Kohn-Sham gap ... 9.553 eV
Highest occupied orbital energy ... -8.6476 eV

Last column: natural (NBO) charge in e.
Element x y z (Å)
C: 0.463 -1.725 1.698  -0.642
C: -0.315 -1.230 0.522  0.100
C: -0.377 -1.749 -0.731  -0.133
N: -1.311 -0.990 -1.417  -0.525
C: -1.746 -0.055 -0.548  0.169
N: -1.201 -0.171 0.636  -0.465
H: 0.283 -2.765 1.926  0.218
H: 0.200 -1.107 2.556  0.234
H: 1.527 -1.618 1.475  0.218
H: 0.040 -2.668 -1.087  0.214
H: -1.419 -1.077 -2.411  0.418
H: -2.517 0.663 -0.764  0.197
C: 1.477 1.732 -0.168  -0.618
C: 1.989 3.170 -0.006  -0.615
H: 1.058 1.395 0.749  0.215
H: 0.683 1.551 -0.890  0.204
H: 2.275 1.017 -0.376  0.199
H: 1.966 3.445 1.050  0.204
H: 3.044 3.218 -0.273  0.202
H: 1.434 3.912 -0.567  0.206



two) C6H12N2 | ωB97M-V with the def2-TZVPD basis set

Results
Molecular weight ... 112.18 g/mol
Kohn-Sham gap (spin up / spin down) ... 7.786 / 7.280 eV
Highest occupied orbital energy (spin up / spin down) ... -7.7081 / -7.2682 eV

Last column: natural (NBO) charge in e.
Element x y z (Å)
C: -1.317 0.476 1.648  0.017
C: -2.056 0.329 0.507  -0.515
C: 1.291 0.319 -0.178  0.145
N: 2.506 0.236 -0.825  -0.830
N: -1.181 -0.541 2.598  -0.816
C: 0.883 0.792 0.921  -0.309
C: 0.139 -0.665 -1.232  -0.485
C: 0.348 -0.556 -2.596  -0.394
H: -1.169 1.472 2.042  0.208
H: 2.411 0.066 -1.825  0.380
H: 3.174 0.954 -0.587  0.379
H: -1.253 -1.474 2.217  0.374
H: -0.411 -0.412 3.237  0.377
H: 1.131 1.290 1.831  0.214
H: 0.294 -1.665 -0.827  0.212
H: -0.783 -0.195 -0.818  0.252
H: -2.349 1.196 -0.065  0.218
H: -2.525 -0.614 0.259  0.202
H: 0.091 0.352 -3.129  0.183
H: 0.778 -1.360 -3.179  0.188



three) C6H12N2 | ωB97M-V with the def2-TZVPD basis set

Results
Molecular weight ... 112.18 g/mol
Kohn-Sham gap ... 8.920 eV
Highest occupied orbital energy ... -8.0737 eV

Last column: natural (NBO) charge in e.
Element x y z (Å)
C: 0.433 1.472 -1.128  -0.530
C: 0.101 0.664 -0.043  -0.117
C: 0.966 -0.490 0.291  -0.243
C: 0.063 -1.265 1.230  -0.239
C: -0.779 -0.464 -0.643  -0.036
C: 0.488 -1.250 -1.010  -0.397
H: -0.218 2.833 -0.793  0.207
H: 1.692 1.739 -1.069  0.218
H: 0.144 0.983 -2.505  0.216
H: -1.052 2.253 1.008  0.378
H: 0.196 1.675 1.816  0.379
H: 1.806 -0.296 1.140  0.226
H: -0.452 -0.858 2.123  0.230
H: 0.601 -2.243 1.514  0.192
H: -2.372 -1.350 0.876  0.396
H: -1.384 -0.196 -1.625  0.215
H: 0.396 -2.302 -0.778  0.238
H: 1.017 -0.879 -1.873  0.225
N: -0.320 1.416 1.055  -0.857
N: -1.324 -1.444 0.416  -0.700



The structure with the greatest stability is one).